A molecular structure, C52H47N9O2STi. Source: the OMol25 dataset; level of theory: ωB97M-V/def2-TZVPD.

```
112
Properties=species:S:1:pos:R:3:forces:R:3
Ti -0.3482 0.0252 -0.2684 0.575 -0.856 -0.575
O 0.3521 4.8675 1.6956 -0.009 -0.032 0.038
C 0.2359 4.1398 2.8246 0.053 0.001 -0.037
C 0.0770 4.8296 4.0256 -0.006 0.012 0.025
C 0.0070 4.1430 5.2202 -0.008 0.020 -0.012
C 0.0903 2.7511 5.2504 0.015 -0.016 -0.036
C 0.2048 2.0645 4.0612 0.126 0.042 0.114
C 0.2538 2.7381 2.8365 0.308 -0.139 0.148
C 0.3631 1.9465 1.6029 -0.063 0.216 -0.148
O -0.1365 0.7473 1.5503 0.197 0.169 0.079
N 0.9589 2.4974 0.5804 0.241 -0.032 0.050
N 1.0611 1.5868 -0.4656 -0.085 0.810 0.479
C 1.9282 1.8859 -1.3492 0.012 0.028 -0.028
C 2.1869 0.9336 -2.4140 0.048 0.091 -0.018
C 3.0987 1.1891 -3.4218 -0.039 -0.059 0.024
C 3.3078 0.2003 -4.3726 -0.009 -0.033 0.002
C 2.6054 -0.9858 -4.2603 0.034 0.051 0.010
C 1.7098 -1.1440 -3.2067 0.094 -0.032 -0.123
N 1.4939 -0.2033 -2.2999 -0.038 -0.039 0.030
H 0.6656 4.2666 0.9915 0.002 -0.002 -0.031
H 0.0383 5.9099 3.9918 -0.001 0.000 0.005
H -0.0997 4.6972 6.1437 0.003 -0.001 0.001
H 0.0613 2.2190 6.1909 -0.003 0.001 0.002
H 0.2548 0.9815 4.0531 -0.001 -0.001 -0.002
H 2.4828 2.8155 -1.2665 0.024 -0.028 0.019
H 3.6233 2.1344 -3.4560 -0.003 -0.007 0.010
H 4.0095 0.3535 -5.1815 -0.001 -0.001 -0.005
H 2.7422 -1.7889 -4.9710 -0.007 -0.002 0.002
H 1.1494 -2.0646 -3.0929 0.103 0.120 -0.127
C -0.8132 3.9800 -1.5251 -0.027 -0.001 -0.004
C -0.3664 3.1843 -2.7214 -0.019 0.019 0.020
C 0.3147 3.8458 -3.7406 -0.001 -0.012 -0.033
C 0.6038 3.2121 -4.9363 -0.008 -0.004 0.028
C 0.1565 1.9177 -5.1430 -0.026 -0.002 -0.015
C -0.5100 1.2186 -4.1428 -0.006 -0.033 -0.109
C -1.0957 -0.1302 -4.4508 -0.019 0.038 -0.014
C -0.6931 1.8366 -2.9022 0.036 -0.092 0.009
N -1.2924 1.0877 -1.8164 -0.412 0.392 0.256
C -2.6012 1.3034 -1.6458 -0.004 -0.100 -0.183
C -3.4502 2.1207 -2.5743 0.022 -0.020 0.006
C -3.2165 0.6727 -0.5279 -0.108 -0.151 -0.027
C -4.6807 0.8820 -0.2798 0.013 -0.019 -0.006
N -2.4336 -0.0693 0.2374 -0.101 -0.012 -0.358
C -3.0772 -0.7384 1.3537 0.187 0.209 0.182
C -3.0824 -0.0796 2.5900 0.045 0.083 0.029
C -2.6579 1.3545 2.7478 -0.051 -0.079 0.089
C -3.5935 -0.7417 3.7012 0.036 0.009 0.031
C -4.1365 -2.0087 3.5932 0.008 -0.006 -0.007
C -4.2481 -2.5869 2.3419 -0.039 0.053 0.020
C -3.7595 -1.9537 1.2021 -0.012 0.043 0.032
C -4.0950 -2.5860 -0.1196 0.104 -0.051 -0.033
H -1.7205 4.5343 -1.7806 0.004 0.000 -0.003
H -0.0635 4.7189 -1.2433 0.007 -0.007 0.017
H -1.0367 3.3690 -0.6558 0.002 -0.016 0.012
H 0.5875 4.8845 -3.5955 0.005 0.001 -0.002
H 1.1318 3.7394 -5.7199 -0.005 0.004 -0.004
H 0.3048 1.4385 -6.1030 0.002 0.005 -0.006
H -1.0713 -0.3096 -5.5246 0.014 -0.010 -0.008
H -2.1372 -0.1869 -4.1264 0.001 0.007 -0.018
H -0.5646 -0.9406 -3.9576 -0.068 0.058 -0.037
H -2.8881 2.5032 -3.4192 0.015 0.003 -0.019
H -3.8970 2.9660 -2.0469 0.015 0.009 0.001
H -4.2754 1.5156 -2.9563 -0.010 0.007 0.016
H -4.9135 1.9476 -0.2834 -0.008 -0.001 0.000
H -4.9952 0.4630 0.6704 0.004 0.003 0.011
H -5.2780 0.4211 -1.0704 0.006 0.000 -0.005
H -3.3478 1.8632 3.4212 -0.035 0.011 0.000
H -1.6622 1.4306 3.1759 -0.446 -0.084 -0.060
H -2.6453 1.8945 1.8019 -0.001 0.004 0.000
H -3.5895 -0.2306 4.6565 -0.003 -0.001 0.004
H -4.5278 -2.5143 4.4664 -0.003 0.002 0.002
H -4.7631 -3.5336 2.2256 0.000 0.002 0.000
H -3.5181 -3.4953 -0.2966 0.052 0.003 -0.045
H -3.9331 -1.9177 -0.9553 0.074 0.092 -0.144
H -5.1500 -2.8633 -0.1159 0.027 -0.032 -0.017
N 3.7202 -1.2907 2.7881 0.032 0.104 0.010
C 4.9806 -1.3662 2.1488 0.006 -0.032 0.019
C 5.9741 -2.2056 2.6255 0.002 -0.024 -0.001
C 7.1980 -2.2599 1.9732 -0.010 0.004 0.003
C 7.4155 -1.5093 0.8275 -0.015 0.006 0.000
C 6.4044 -0.6974 0.3319 0.024 -0.015 -0.008
C 5.1996 -0.6078 1.0103 0.000 0.020 -0.031
S 3.9127 0.4824 0.5098 0.018 0.055 -0.027
N 2.5275 -0.3992 0.9623 -0.135 -0.008 -0.010
C 2.5769 -1.0763 2.0432 0.010 -0.088 0.023
C 1.3384 -1.7528 2.5383 -0.007 0.086 0.004
C 1.2551 -2.2734 3.8226 0.001 0.006 -0.015
C 0.1421 -3.0226 4.1757 -0.019 -0.019 -0.008
C -0.8256 -3.2610 3.2206 -0.013 0.016 0.030
C -0.6777 -2.6610 1.9782 0.018 0.011 0.063
N 0.3457 -1.8808 1.6554 -0.107 -0.037 -0.005
H 3.6223 -1.9490 3.5431 0.005 0.015 -0.009
H 5.7975 -2.8070 3.5098 0.001 0.002 0.000
H 7.9785 -2.9008 2.3597 0.004 0.003 -0.001
H 8.3669 -1.5581 0.3164 0.000 -0.001 0.001
H 6.5561 -0.1167 -0.5692 -0.003 -0.002 0.000
H 2.0291 -2.0949 4.5567 -0.020 -0.013 0.006
H 0.0556 -3.4328 5.1729 -0.006 0.002 0.002
H -1.6894 -3.8773 3.4222 0.001 0.001 0.009
H -1.4129 -2.8197 1.2045 -0.036 -0.010 -0.064
N -0.4876 -6.7022 -3.6008 0.001 0.003 -0.002
C -0.4518 -5.6753 -3.0870 0.005 0.005 0.012
C -0.4056 -4.3893 -2.4437 0.038 -0.039 -0.016
C 0.6544 -4.0663 -1.5926 -0.023 -0.022 0.019
C 0.6860 -2.8301 -0.9774 -0.030 -0.023 0.148
C -0.3274 -1.8758 -1.1640 -0.378 -0.611 0.284
C -1.3583 -2.2265 -2.0294 -0.057 -0.016 0.014
C -1.4081 -3.4589 -2.6731 -0.036 0.012 -0.013
H 1.4469 -4.7846 -1.4271 -0.001 -0.004 -0.005
H 1.5339 -2.5930 -0.3485 0.003 0.007 0.002
H -2.1454 -1.5164 -2.2423 -0.103 -0.001 0.062
H -2.2241 -3.7001 -3.3428 0.003 0.000 0.003
```
Forces are in eV/Å.

highest occupied orbital energy (spin up / spin down) = -9.8 / -10.1 eV
HOMO-LUMO gap (spin up / spin down) = 6.3442 / 6.4401 eV
net charge = +1
spin multiplicity = 2
E_tot = -3900.5843 a.u.
relative energy (zero: lowest compared OMol25 entry of this formula, charge and spin) = 18.9 kcal per mole
⟨S²⟩ = 0.759

---

A molecular structure, C52H49F9NNaO4P2STe. Source: the OMol25 dataset; level of theory: ωB97M-V/def2-TZVPD.

```
120
Properties=species:S:1:pos:R:3:forces:R:3
Na -0.2866 1.4548 -0.1036 -0.198 0.144 0.241
C -1.6640 -2.2292 -1.0918 -0.144 0.248 0.219
P -0.1455 -2.7865 -0.1829 0.107 -0.120 0.010
C 0.6396 -3.8801 -1.4532 -0.059 0.073 0.064
C 1.1446 -5.1575 -1.2076 0.047 -0.091 -0.057
C 1.8566 -5.8523 -2.1833 -0.071 0.112 0.061
C 2.0857 -5.2789 -3.4263 -0.049 0.030 0.046
C 1.6116 -3.9961 -3.6794 -0.038 0.043 0.084
C 0.9080 -3.3037 -2.7026 0.031 -0.049 -0.047
C -0.9405 -3.9536 1.0050 -0.051 0.062 -0.054
C -1.0985 -3.4713 2.3039 -0.030 -0.009 0.064
C -1.7949 -4.2038 3.2629 0.070 0.045 -0.094
C -2.3343 -5.4379 2.9329 0.036 -0.002 -0.122
C -2.1919 -5.9292 1.6369 0.060 0.106 0.003
C -1.5106 -5.1865 0.6801 -0.016 -0.013 0.039
C -2.3809 -1.2131 -0.2436 0.139 -0.040 0.151
C -3.6391 -1.2977 0.3389 0.012 0.180 0.188
C -3.7167 -0.2045 1.2550 0.099 -0.142 -0.121
C -2.4926 0.4619 1.1718 0.029 -0.065 -0.023
C -1.9030 1.5686 2.0109 0.231 -0.379 -0.277
P -0.1168 0.8544 2.7211 -0.205 0.671 0.532
C 1.8526 0.3495 3.6655 0.046 -0.032 0.316
C 2.9204 1.0778 4.2054 0.137 -0.064 -0.081
C 4.0324 0.4648 4.7935 -0.136 -0.043 -0.094
C 4.1108 -0.9241 4.8593 -0.127 0.088 -0.073
C 3.0753 -1.6818 4.3131 -0.030 0.084 -0.044
C 1.9848 -1.0440 3.7254 0.041 0.053 0.038
C -0.8962 0.4452 4.3644 -0.085 -0.304 -0.242
C -0.4521 0.9099 5.5999 0.027 -0.044 0.122
C -1.0719 0.5195 6.7855 -0.002 -0.029 -0.144
C -2.1441 -0.3641 6.7631 0.064 0.042 -0.085
C -2.5927 -0.8503 5.5393 0.089 0.064 -0.057
C -1.9789 -0.4488 4.3572 0.051 0.075 -0.008
N -1.6848 -0.1458 0.2463 -0.757 -0.692 0.069
H -2.3003 -3.0904 -1.2985 -0.063 -0.045 -0.079
H -1.3247 -1.8143 -2.0381 0.021 0.071 -0.166
H 0.9819 -5.6187 -0.2399 0.016 0.007 -0.028
H 2.2331 -6.8458 -1.9671 -0.006 0.004 0.010
H 2.6324 -5.8218 -4.1878 0.012 0.003 -0.002
H 1.7976 -3.5263 -4.6394 -0.015 -0.007 0.032
H 0.5765 -2.2889 -2.9046 0.002 -0.056 -0.021
H -0.6921 -2.4951 2.5556 -0.056 -0.064 -0.012
H -1.9187 -3.7991 4.2608 0.020 0.019 -0.031
H -2.8760 -6.0128 3.6756 0.008 0.006 -0.014
H -2.6268 -6.8855 1.3687 0.005 0.004 -0.005
H -1.4287 -5.5650 -0.3340 -0.022 0.015 0.038
H -4.3920 -2.0538 0.1505 0.040 -0.008 0.015
H -4.5445 0.0445 1.9088 0.047 0.012 -0.039
H -2.5965 1.9129 2.7767 -0.025 0.030 0.073
H -1.6574 2.4341 1.3768 -0.117 0.061 0.190
H 2.9050 2.1694 4.1562 -0.012 -0.072 0.043
H 4.8364 1.0699 5.2065 -0.018 -0.005 -0.016
H 4.9660 -1.4069 5.3188 0.007 -0.008 0.005
H 3.1271 -2.7676 4.3395 -0.011 0.033 0.004
H 1.1861 -1.6534 3.2917 0.097 0.018 0.075
H 0.3993 1.5757 5.6424 -0.016 0.008 -0.014
H -0.7042 0.9028 7.7316 -0.001 0.000 -0.015
H -2.6226 -0.6716 7.6864 0.006 -0.002 0.000
H -3.4268 -1.5442 5.4994 0.030 0.030 -0.015
H -2.3543 -0.8190 3.4070 0.005 0.035 0.059
C 3.4197 3.3096 -0.4033 -0.082 -0.084 0.023
C 3.8754 1.8918 -0.0696 0.033 0.189 -0.060
S 2.4617 0.8324 0.2999 -0.294 0.281 -0.481
O 1.5575 0.9633 -0.9222 1.437 -0.356 0.317
C 3.2958 -0.7339 0.0826 0.047 -0.327 0.089
C 4.4894 -0.9362 1.0132 -0.044 0.057 -0.030
H 4.2674 3.8964 -0.7659 -0.017 -0.017 0.034
H 2.9887 3.8003 0.4696 0.016 -0.052 -0.022
H 2.6539 3.2902 -1.1815 0.057 -0.022 0.043
H 4.5160 1.8688 0.8163 -0.007 0.003 -0.079
H 4.3898 1.4245 -0.9162 0.050 0.063 0.033
H 3.5479 -0.7862 -0.9816 0.038 -0.030 0.055
H 2.5094 -1.4667 0.2873 0.057 0.011 -0.053
H 5.3160 -0.2653 0.7692 -0.032 -0.049 -0.023
H 4.8536 -1.9612 0.9209 -0.024 0.005 0.011
H 4.2121 -0.7746 2.0582 -0.022 0.007 -0.083
Te -0.8964 1.3168 -3.2486 -0.409 -0.376 -0.283
C 0.1048 1.4920 -5.1036 0.077 -0.047 -0.058
C -0.5602 2.0321 -6.2042 0.168 -0.055 -0.082
C 0.0611 2.0771 -7.4469 0.064 -0.031 0.078
C 1.3597 1.5980 -7.5981 -0.087 0.014 0.104
C 2.0358 1.0820 -6.4999 -0.084 0.048 0.014
C 1.4102 1.0295 -5.2570 0.023 0.038 -0.050
C -2.1085 -0.2829 -3.9774 -0.072 0.095 0.033
C -3.3896 -0.4216 -3.4390 0.066 -0.127 0.028
C -4.2015 -1.4860 -3.8194 0.132 0.071 -0.011
C -3.7536 -2.4104 -4.7551 0.060 0.067 -0.005
C -2.4811 -2.2723 -5.2997 -0.009 0.066 0.087
C -1.6609 -1.2196 -4.9076 -0.049 -0.039 -0.022
H -1.5676 2.4117 -6.0837 0.011 -0.017 0.001
H -0.4676 2.4908 -8.2975 0.006 -0.001 -0.004
H 1.8431 1.6327 -8.5667 0.003 0.003 -0.018
H 3.0493 0.7139 -6.6082 -0.001 0.007 -0.001
H 1.9369 0.6266 -4.3979 -0.055 -0.002 -0.038
H -3.7376 0.2751 -2.6840 -0.010 -0.016 -0.034
H -5.1819 -1.5941 -3.3703 0.027 0.009 0.005
H -4.3869 -3.2391 -5.0514 0.019 0.014 0.013
H -2.1129 -2.9985 -6.0160 -0.011 0.013 0.003
H -0.6620 -1.1398 -5.3249 -0.035 0.025 0.014
F 0.7528 4.2062 -2.7363 0.108 0.082 -0.015
C -0.3263 4.9713 -2.5333 -0.088 -0.329 0.337
F -1.1141 4.8092 -3.6117 -0.057 0.023 -0.057
F 0.0889 6.2545 -2.5553 -0.023 0.094 -0.033
C -1.0471 4.5292 -1.1761 -0.101 -0.270 -0.018
O -0.8440 3.2569 -0.8855 -0.193 1.355 -0.472
C -2.5856 4.8339 -1.3375 0.375 -0.021 0.151
F -2.8428 6.0463 -1.8897 -0.035 0.074 -0.045
F -3.1982 4.8178 -0.1454 -0.069 0.037 0.043
F -3.1788 3.9198 -2.0985 -0.089 -0.053 -0.106
C -0.4900 5.4494 -0.0291 -0.077 -0.369 -0.146
F -0.8838 6.7403 -0.0877 -0.035 0.148 -0.005
F -0.8722 4.9831 1.1582 0.003 0.066 0.147
F 0.8521 5.4459 -0.0476 0.129 0.066 0.009
C 0.3205 4.7083 4.0693 -0.108 -0.157 0.028
O -0.1219 3.3653 3.8651 0.154 -0.165 -0.100
C 0.5154 2.6324 2.9007 -0.341 0.086 0.150
O 1.3719 3.1406 2.2137 0.109 -0.249 -0.064
H -0.5718 5.3235 4.1627 -0.011 0.039 0.013
H 0.9303 5.0544 3.2418 0.012 0.000 -0.090
H 0.8967 4.7497 4.9958 0.016 0.013 0.018
```
Forces are in eV/Å.

highest occupied orbital energy = -0.8 eV
HOMO-LUMO gap = 4.4805 eV
net charge = -2
spin multiplicity = 1
E_tot = -4776.7023 a.u.
relative energy (zero: lowest compared OMol25 entry of this formula, charge and spin) = 39.4 kcal per mole